<1>
This record from the OMol25 dataset describes an isolated molecule of C18H24N2O4S. The level of theory is wB97M-V/def2-TZVPD.

For the HOMO-LUMO gap, the calculation gives 8.72 eV. Its HOMO energy is -0.306 Ha. As for the structure (SMILES): CC(C)OCCCNC(=O)c1ccc(NC(=O)C2=CSCCO2)cc1. As for the spin multiplicity: 1.

CARTESIAN COORDINATES (ANGSTROEM)
1 C -5.194 7.013 -1.305
2 C -5.700 5.582 -1.110
3 C -6.922 5.561 -0.196
4 O -4.744 4.727 -0.505
5 C -3.616 4.381 -1.276
6 C -2.355 5.145 -0.856
7 C -1.133 4.760 -1.693
8 N -0.683 3.410 -1.449
9 C 0.427 3.143 -0.714
10 O 1.150 4.017 -0.277
11 C 0.699 1.693 -0.496
12 C 0.361 0.711 -1.424
13 C 0.660 -0.612 -1.175
14 C 1.295 -0.987 0.010
15 N 1.561 -2.340 0.201
16 C 2.151 -2.960 1.261
17 O 2.551 -2.415 2.270
18 C 2.270 -4.432 1.064
19 C 2.821 -5.174 2.034
20 S 3.137 -6.879 1.963
21 C 2.768 -7.112 0.193
22 C 1.539 -6.295 -0.179
23 O 1.779 -4.906 -0.134
24 C 1.645 -0.007 0.936
25 C 1.355 1.316 0.673
26 H -4.390 7.050 -2.036
27 H -4.832 7.408 -0.359
28 H -6.007 7.640 -1.661
29 H -5.975 5.167 -2.096
30 H -7.731 6.138 -0.635
31 H -7.252 4.537 -0.046
32 H -6.661 5.984 0.770
33 H -3.461 3.307 -1.111
34 H -3.816 4.538 -2.345
35 H -2.524 6.217 -0.961
36 H -2.155 4.940 0.196
37 H -0.292 5.408 -1.432
38 H -1.357 4.876 -2.760
39 H -1.312 2.660 -1.681
40 H -0.106 0.977 -2.361
41 H 0.405 -1.369 -1.905
42 H 1.286 -2.952 -0.557
43 H 3.133 -4.693 2.944
44 H 3.633 -6.785 -0.384
45 H 2.595 -8.174 0.037
46 H 0.710 -6.553 0.493
47 H 1.243 -6.501 -1.211
48 H 2.144 -0.291 1.847
49 H 1.634 2.086 1.375

Atomic partial charges in e from the Mulliken method, atoms 1 to 2: C -1.365; C 0.650


<2>
This record from the OMol25 dataset describes an isolated molecule of C18H24N2O4S. The level of theory is wB97M-V/def2-TZVPD.

For the HOMO-LUMO gap, the calculation gives 9.07 eV. Its HOMO energy is -0.327 Ha. As for the structure (SMILES): CCCN(CCC)S(=O)(=O)c1ccc(C(=O)NCc2ccco2)cc1. As for the spin multiplicity: 1.

CARTESIAN COORDINATES (ANGSTROEM)
1 C -4.966 5.130 0.552
2 C -4.328 3.912 -0.105
3 C -3.357 3.219 0.854
4 N -2.572 2.157 0.262
5 C -3.079 0.807 0.197
6 C -4.227 0.560 -0.786
7 C -4.477 -0.933 -0.965
8 S -1.548 2.593 -0.980
9 O -2.075 2.252 -2.274
10 O -1.149 3.949 -0.752
11 C -0.154 1.514 -0.644
12 C 0.529 1.669 0.548
13 C 1.611 0.852 0.816
14 C 2.000 -0.124 -0.100
15 C 3.187 -0.965 0.254
16 O 4.093 -0.547 0.945
17 N 3.173 -2.219 -0.260
18 C 4.199 -3.190 0.067
19 C 3.622 -4.388 0.744
20 C 3.450 -5.672 0.317
21 C 2.821 -6.363 1.382
22 C 2.653 -5.445 2.371
23 O 3.132 -4.250 1.995
24 C 1.314 -0.253 -1.305
25 C 0.235 0.572 -1.576
26 H -4.202 5.851 0.835
27 H -5.656 5.613 -0.135
28 H -5.515 4.841 1.446
29 H -5.107 3.218 -0.422
30 H -3.765 4.216 -0.989
31 H -3.889 2.805 1.715
32 H -2.637 3.962 1.209
33 H -2.226 0.185 -0.094
34 H -3.379 0.511 1.209
35 H -5.137 1.033 -0.417
36 H -3.962 1.012 -1.742
37 H -5.304 -1.098 -1.650
38 H -4.722 -1.398 -0.012
39 H -3.594 -1.423 -1.369
40 H 0.208 2.432 1.238
41 H 2.177 0.953 1.729
42 H 2.354 -2.556 -0.741
43 H 4.718 -3.508 -0.843
44 H 4.901 -2.671 0.727
45 H 3.742 -6.078 -0.630
46 H 2.538 -7.395 1.403
47 H 2.223 -5.516 3.350
48 H 1.634 -0.968 -2.048
49 H -0.314 0.506 -2.502

Atomic partial charges in e from the Mulliken method, atoms 1 to 2: C -1.494; C 0.242


Of them, <2> has the lowest stability.


<1>
This record from the OMol25 dataset describes an isolated molecule of C5H7Cl. The level of theory is wB97M-V/def2-TZVPD.

For the HOMO-LUMO gap, the calculation gives 9.73 eV. Its HOMO energy is -0.334 Ha. As for the structure (SMILES): C=C(C)C(=C)Cl. As for the spin multiplicity: 1.

CARTESIAN COORDINATES (ANGSTROEM)
1 C -0.548 0.926 -1.255
2 C 0.056 0.360 -0.148
3 C 1.048 1.191 0.690
4 C -0.333 -0.954 0.505
5 C -0.664 -2.108 -0.186
6 Cl -0.606 -0.791 2.275
7 H -0.235 1.960 -1.555
8 H -1.349 0.443 -1.934
9 H 1.488 1.956 -0.025
10 H 0.534 1.694 1.537
11 H 2.079 0.663 1.038
12 H -0.624 -2.240 -1.230
13 H -0.847 -3.099 0.285

Atomic partial charges in e from the Mulliken method, atoms 1 to 2: C -0.813; C 0.682


<2>
This record from the OMol25 dataset describes an isolated molecule of C5H7Cl. The level of theory is wB97M-V/def2-TZVPD.

For the HOMO-LUMO gap, the calculation gives 10.60 eV. Its HOMO energy is -0.364 Ha. As for the structure (SMILES): C=C1C[C@@]1(C)Cl. As for the spin multiplicity: 1.

CARTESIAN COORDINATES (ANGSTROEM)
1 C -0.950 1.655 0.709
2 C -0.298 0.797 -0.050
3 C -0.017 0.234 -1.404
4 C 0.631 -0.231 -0.135
5 C 0.328 -1.611 0.545
6 Cl 2.471 0.220 0.069
7 H -0.802 1.834 1.726
8 H -1.817 2.313 0.277
9 H -0.738 -0.487 -1.857
10 H 0.252 0.980 -2.073
11 H 1.225 -2.336 0.362
12 H -0.537 -2.099 0.237
13 H 0.252 -1.270 1.594

Atomic partial charges in e from the Mulliken method, atoms 1 to 2: C -0.631; C 0.180


<3>
This record from the OMol25 dataset describes an isolated molecule of C5H7Cl. The level of theory is wB97M-V/def2-TZVPD.

For the HOMO-LUMO gap, the calculation gives 10.01 eV. Its HOMO energy is -0.333 Ha. As for the structure (SMILES): CC[C@H]1C=C1Cl. As for the spin multiplicity: 1.

CARTESIAN COORDINATES (ANGSTROEM)
1 C -1.002 0.869 -1.035
2 C -0.742 -0.392 -0.269
3 C 0.277 -0.076 0.845
4 C 1.203 -1.040 1.494
5 C 1.726 -0.245 0.565
6 Cl 3.022 0.243 -0.436
7 H -1.690 1.679 -0.538
8 H -1.716 0.693 -1.811
9 H -0.098 1.369 -1.382
10 H -0.299 -1.185 -0.788
11 H -1.617 -0.783 0.101
12 H -0.049 0.900 1.300
13 H 0.985 -2.032 1.955

Atomic partial charges in e from the Mulliken method, atoms 1 to 2: C -1.113; C -0.463


Of them, <3> has the lowest stability.


<1>
This record from the OMol25 dataset describes a cluster of 2 separate species, C3H10N2S2 in total. The level of theory is wB97M-V/def2-TZVPD.

For the HOMO-LUMO gap, the calculation gives 3.78 eV. Its HOMO energy is -0.308 Ha. As for the spin multiplicity: 1.

CARTESIAN COORDINATES (ANGSTROEM)
1 S 0.762 2.640 -0.634
2 S -2.008 0.126 2.253
3 C -1.017 0.533 0.839
4 C -0.820 -0.749 -0.070
5 C 0.261 -0.560 -1.114
6 N 1.540 -0.288 -0.538
7 N -0.440 -1.955 0.685
8 H 1.515 3.711 -0.351
9 H -1.531 1.327 0.285
10 H -0.060 0.983 1.218
11 H -1.774 -0.946 -0.568
12 H 0.372 -1.514 -1.636
13 H -0.128 0.186 -1.834
14 H 1.682 0.610 -0.095
15 H 2.308 -0.540 -1.143
16 H -1.071 -1.878 1.500
17 H 0.407 -1.688 1.202

Atomic partial charges in e from the Mulliken method, atoms 1 to 2: S -0.322; S -0.090


<2>
This record from the OMol25 dataset describes an isolated molecule of C3H10N2S2. The level of theory is wB97M-V/def2-TZVPD.

For the HOMO-LUMO gap, the calculation gives 8.46 eV. Its HOMO energy is -0.295 Ha. As for the structure (SMILES): NC[C@@H](N)CSS. As for the spin multiplicity: 1.

CARTESIAN COORDINATES (ANGSTROEM)
1 N 2.228 0.047 0.201
2 C 1.130 -0.095 -0.740
3 C -0.151 0.080 0.044
4 N -0.238 1.385 0.913
5 C -1.408 0.054 -0.905
6 S -2.991 -0.290 -0.070
7 S -2.631 -1.603 1.511
8 H 2.298 -0.830 0.751
9 H 3.108 0.246 -0.232
10 H 1.084 -1.094 -1.235
11 H 1.370 0.590 -1.562
12 H -0.063 -0.894 0.739
13 H 0.349 2.030 0.406
14 H 0.389 1.108 1.592
15 H -1.354 -0.926 -1.416
16 H -1.425 0.862 -1.584
17 H -1.694 -0.669 1.587

Atomic partial charges in e from the Mulliken method, atoms 1 to 2: N -0.510; C -0.940


<3>
This record from the OMol25 dataset describes an isolated molecule of C3H10N2S2. The level of theory is wB97M-V/def2-TZVPD.

For the HOMO-LUMO gap, the calculation gives 8.57 eV. Its HOMO energy is -0.295 Ha. As for the structure (SMILES): NC[C@H](N)CSS. As for the spin multiplicity: 1.

CARTESIAN COORDINATES (ANGSTROEM)
1 N -2.210 2.614 -1.537
2 C -1.820 1.933 -0.298
3 C -0.442 1.314 -0.367
4 N -0.214 0.629 -1.669
5 C -0.178 0.262 0.757
6 S 1.419 -0.570 0.788
7 S 1.054 -2.599 0.729
8 H -3.152 2.379 -1.817
9 H -2.079 3.609 -1.467
10 H -1.990 2.628 0.532
11 H -2.560 1.138 -0.091
12 H 0.401 2.002 -0.262
13 H -1.147 0.374 -1.983
14 H 0.392 -0.173 -1.655
15 H -0.243 0.649 1.784
16 H -0.948 -0.513 0.630
17 H 2.369 -2.922 0.829

Atomic partial charges in e from the Mulliken method, atoms 1 to 2: N -0.512; C -0.793


Of them, <1> has the lowest stability.


<1>
This record from the OMol25 dataset describes a cluster of 4 separate species, C8H16Br8 in total. The level of theory is wB97M-V/def2-TZVPD.

For the HOMO-LUMO gap, the calculation gives 10.41 eV. Its HOMO energy is -0.367 Ha. As for the structure (SMILES): BrCCBr.BrCCBr.BrCCBr.BrCCBr. As for the spin multiplicity: 1.

CARTESIAN COORDINATES (ANGSTROEM)
1 Br 8.312 -0.821 -28.003
2 C 7.336 0.828 -27.634
3 C 7.968 1.946 -28.442
4 Br 6.805 3.501 -28.355
5 H 7.419 1.015 -26.571
6 H 6.317 0.660 -27.962
7 H 8.115 1.684 -29.483
8 H 8.916 2.238 -27.999
9 Br 10.664 4.584 -29.539
10 C 9.025 4.970 -30.538
11 C 9.333 5.946 -31.643
12 Br 7.669 6.538 -32.450
13 H 8.445 5.447 -29.758
14 H 8.580 4.047 -30.887
15 H 9.925 5.457 -32.413
16 H 9.852 6.826 -31.281
17 Br 8.744 4.601 -35.001
18 C 8.200 3.726 -36.650
19 C 6.945 4.404 -37.139
20 Br 6.417 3.577 -38.836
21 H 8.065 2.665 -36.457
22 H 9.005 3.774 -37.380
23 H 7.127 5.440 -37.401
24 H 6.126 4.274 -36.442
25 Br 10.431 9.086 -24.095
26 C 9.779 7.933 -25.510
27 C 9.237 8.775 -26.618
28 Br 8.428 7.688 -27.992
29 H 8.975 7.333 -25.087
30 H 10.566 7.245 -25.800
31 H 9.983 9.411 -27.095
32 H 8.525 9.510 -26.248

Atomic partial charges in e from the Mulliken method, atoms 1 to 2: Br -0.170; C -0.601


<2>
This record from the OMol25 dataset describes a cluster of 4 separate species, C8H16Br8 in total. The level of theory is wB97M-V/def2-TZVPD.

For the HOMO-LUMO gap, the calculation gives 10.28 eV. Its HOMO energy is -0.369 Ha. As for the structure (SMILES): BrCCBr.BrCCBr.BrCCBr.BrCCBr. As for the spin multiplicity: 1.

CARTESIAN COORDINATES (ANGSTROEM)
1 Br 10.956 -2.451 4.088
2 C 11.676 -4.234 4.743
3 C 12.952 -3.785 5.468
4 Br 14.034 -5.367 5.999
5 H 11.923 -4.908 3.923
6 H 11.097 -4.746 5.512
7 H 12.638 -3.293 6.388
8 H 13.586 -3.101 4.903
9 Br 12.261 -8.706 9.645
10 C 12.118 -6.850 9.086
11 C 10.746 -6.413 9.383
12 Br 10.473 -4.532 8.754
13 H 12.382 -6.851 8.029
14 H 12.924 -6.344 9.617
15 H 10.602 -6.516 10.459
16 H 9.982 -7.039 8.923
17 Br 10.255 -7.630 5.928
18 C 8.724 -6.407 6.124
19 C 7.623 -7.351 6.688
20 Br 6.129 -6.237 7.228
21 H 8.370 -5.837 5.265
22 H 9.062 -5.800 6.964
23 H 7.938 -7.924 7.560
24 H 7.283 -8.036 5.911
25 Br 6.406 -1.306 8.856
26 C 5.776 -3.160 8.629
27 C 4.498 -3.120 7.820
28 Br 4.871 -2.950 5.876
29 H 5.604 -3.451 9.665
30 H 6.542 -3.834 8.245
31 H 3.847 -2.282 8.070
32 H 3.990 -4.081 7.897

Atomic partial charges in e from the Mulliken method, atoms 1 to 2: Br -0.175; C -0.138


Of them, <2> has the lowest stability.